[1]
Molecular formula: C57H83N3O3Y
Method: DFT, ωB97M-V/def2-TZVPD

Its largest force on an atom is 0.3 eV Å⁻¹. The calculation puts the LUMO energy at 2.26 eV. The value obtained for the energy above the lowest of the compared OMol25 structures with the same formula, charge and spin is 0.0 kcal/mol. For the HOMO energy, the calculation gives -0.172 hartree. As for the total energy: -2650.369856 a.u. The calculation puts the gap between HOMO and LUMO at 0.255 hartree. As for the total charge: -1.

The geometry in XYZ format:
```
147
Properties=species:S:1:pos:R:3:mulliken_charge:R:1
Y 0.8300 0.8007 -0.1017 -1.0236
C -1.2883 -6.7209 0.1436 -2.1540
C -2.4095 -5.7046 -0.0771 2.3571
C -3.2432 -5.6373 1.2108 -1.5800
C -3.2995 -6.2108 -1.2215 -1.7543
C -1.8684 -4.3201 -0.4295 -0.6091
C -0.5241 -4.0470 -0.6086 -0.0035
C -0.0645 -2.7750 -0.9332 0.2352
C 1.3772 -2.6799 -1.3661 -1.8269
N 2.2240 -1.5175 -0.9977 1.4230
C 3.0389 -1.8445 0.1804 -1.0063
C 3.9516 -0.7084 0.6293 -1.4998
N 3.2660 0.5820 0.8313 0.9991
C 3.9238 1.6995 0.1430 -0.8055
C 3.9439 1.5513 -1.3715 -1.7116
N 2.6058 1.3008 -1.9477 1.8409
C 2.5868 0.1264 -2.8318 -0.6580
C 3.0544 -1.1436 -2.1538 -1.9097
C 2.2135 2.5013 -2.7309 -2.3568
C 0.8561 2.5346 -3.3717 0.2083
C 0.7232 2.5590 -4.7509 -0.2098
C -0.4970 2.8616 -5.3428 -0.6096
C -1.5142 3.2697 -4.4772 -0.3233
C -1.4204 3.2935 -3.0904 0.1220
C -0.2432 2.7491 -2.5085 0.3877
O -0.0814 2.5006 -1.2438 -0.7789
C -2.5290 4.0309 -2.3140 2.5054
C -3.9046 3.4023 -2.5737 -1.4884
C -2.5525 5.4824 -2.8273 -1.9492
C -2.3200 4.0975 -0.7982 -2.1077
C -0.7438 2.8269 -6.8489 2.2172
C -1.8902 1.8519 -7.1534 -1.6459
C -1.1215 4.2248 -7.3582 -1.6993
C 0.4931 2.3593 -7.6171 -2.1560
C 3.2200 0.9082 2.2723 -2.3765
C 2.5497 -0.0901 3.1814 0.8442
C 3.1586 -0.3255 4.4036 -0.6836
C 2.5427 -1.0548 5.4118 -0.8422
C 1.2631 -1.5281 5.1372 -0.3533
C 0.6140 -1.3464 3.9189 0.0064
C 1.2796 -0.6366 2.8836 -1.0863
O 0.7520 -0.4789 1.6880 1.8360
C -0.8177 -1.8611 3.7213 3.1023
C -0.8560 -2.9347 2.6301 -1.3515
C -1.7352 -0.6939 3.3269 -1.6506
C -1.3970 -2.4858 4.9934 -2.7447
C 3.2571 -1.2852 6.7419 2.1984
C 4.5743 -2.0353 6.4943 -1.6444
C 3.5666 0.0638 7.4069 -1.6675
C 2.4162 -2.1132 7.7143 -2.2066
C -0.9530 -1.6974 -1.0727 -0.0492
O -0.4924 -0.4818 -1.3080 -0.0002
C -2.3445 -1.9707 -0.9580 -0.1913
C -2.7502 -3.2540 -0.6276 -0.7704
C -3.3642 -0.8689 -1.2485 2.9236
C -3.1975 0.2986 -0.2651 -0.9309
C -3.1708 -0.3999 -2.7001 -1.6234
C -4.8052 -1.3723 -1.1159 -2.5377
H -1.7190 -7.6879 0.4144 0.4422
H -0.6234 -6.4064 0.9504 0.3512
H -0.6927 -6.8612 -0.7609 0.3628
H -3.6700 -6.6186 1.4384 0.5041
H -4.0643 -4.9251 1.1195 0.2607
H -2.6221 -5.3278 2.0530 0.3172
H -3.7013 -7.2012 -0.9877 0.4807
H -2.7253 -6.2777 -2.1479 0.3663
H -4.1380 -5.5350 -1.3961 0.3015
H 0.2116 -4.8359 -0.4965 0.4534
H 1.3649 -2.7265 -2.4577 0.6609
H 1.8831 -3.5971 -1.0349 0.1441
H 3.6752 -2.7246 -0.0169 0.5268
H 2.3497 -2.0992 0.9847 0.2300
H 4.7650 -0.5738 -0.0851 0.7806
H 4.4235 -1.0237 1.5655 0.6606
H 4.9566 1.8401 0.5019 0.4746
H 3.3647 2.6021 0.4097 0.4038
H 4.6323 0.7616 -1.6679 0.5434
H 4.3596 2.4736 -1.7885 0.6063
H 3.2146 0.3044 -3.7210 0.5087
H 1.5571 0.0005 -3.1747 0.2460
H 4.0978 -1.0593 -1.8545 0.5210
H 3.0439 -1.9334 -2.9107 0.6720
H 2.9720 2.6558 -3.5142 0.5250
H 2.2734 3.3432 -2.0342 0.5701
H 1.5993 2.3524 -5.3568 0.4261
H -2.4400 3.6241 -4.9198 0.3696
H -4.1383 3.3481 -3.6389 0.2579
H -4.6828 3.9965 -2.0863 0.4903
H -3.9382 2.3949 -2.1654 -0.0116
H -2.7744 5.5329 -3.8952 0.3118
H -1.5833 5.9574 -2.6614 0.3695
H -3.3138 6.0566 -2.2917 0.4797
H -2.3513 3.1147 -0.3369 0.1546
H -3.1214 4.7070 -0.3674 0.4864
H -1.3632 4.5445 -0.5341 0.3862
H -2.8091 2.1525 -6.6482 0.2943
H -1.6365 0.8477 -6.8086 0.3511
H -2.0889 1.8126 -8.2288 0.4476
H -2.0218 4.5970 -6.8675 0.3043
H -1.3088 4.2041 -8.4360 0.4718
H -0.3151 4.9335 -7.1593 0.3285
H 0.8003 1.3612 -7.2985 0.3909
H 1.3335 3.0417 -7.4741 0.3651
H 0.2710 2.3203 -8.6863 0.4348
H 2.7091 1.8672 2.3647 0.8603
H 4.2550 1.0489 2.6249 0.4442
H 4.1401 0.1079 4.5757 0.4877
H 0.7401 -2.0713 5.9089 0.6540
H -0.4732 -2.5521 1.6914 -0.4070
H -1.8848 -3.2651 2.4651 0.3306
H -0.2585 -3.8027 2.9272 0.4904
H -1.3729 -0.2008 2.4264 -0.3096
H -1.7834 0.0467 4.1295 0.4182
H -2.7472 -1.0630 3.1357 0.5917
H -0.8229 -3.3588 5.3139 0.4733
H -2.4183 -2.8141 4.7861 0.4089
H -1.4383 -1.7728 5.8203 0.4938
H 5.2327 -1.4710 5.8325 0.3062
H 4.3776 -3.0025 6.0272 0.3549
H 5.1038 -2.2049 7.4365 0.4549
H 4.1963 0.6845 6.7682 0.3008
H 4.0869 -0.0858 8.3575 0.4577
H 2.6428 0.6131 7.5972 0.3711
H 2.1815 -3.0959 7.3007 0.3815
H 1.4785 -1.6113 7.9600 0.3726
H 2.9730 -2.2604 8.6431 0.4492
H -3.8101 -3.4466 -0.5255 0.4297
H -2.2653 0.8279 -0.4537 -0.3697
H -3.1946 -0.0668 0.7641 -0.0838
H -4.0210 1.0097 -0.3701 0.6195
H -2.2046 0.0835 -2.8351 0.0820
H -3.9576 0.3034 -2.9806 0.5009
H -3.2346 -1.2569 -3.3762 0.2575
H -5.0336 -1.6872 -0.0944 0.3952
H -5.0035 -2.2083 -1.7914 0.4324
H -5.4904 -0.5616 -1.3720 0.4864
C 0.6458 4.9226 3.3589 -0.5709
C 0.2421 3.6604 3.7733 -0.9191
C 0.2695 2.5893 2.8833 -0.2072
C 0.6737 2.7055 1.5413 1.1808
C 1.0417 4.0102 1.1674 0.1751
C 1.0489 5.0943 2.0400 -0.6927
H 0.6383 5.7601 4.0475 0.3057
H -0.0917 3.5088 4.7954 0.4097
H -0.0292 1.6170 3.2673 0.2893
H 1.3128 4.2035 0.1284 -0.1604
H 1.3560 6.0758 1.6912 0.4024
```

***

[2]
Molecular formula: C58H114BN6O14
Method: DFT, ωB97M-V/def2-TZVPD

Its largest force on an atom is 5.0 eV Å⁻¹. The calculation puts the LUMO energy at 2.04 eV. The value obtained for the energy above the lowest of the compared OMol25 structures with the same formula, charge and spin is 0.0 kcal/mol. For the HOMO energy, the calculation gives -0.219 hartree. As for the total energy: -3685.020906 a.u. The calculation puts the gap between HOMO and LUMO at 0.294 hartree. As for the total charge: -1.

The geometry in XYZ format:
```
193
Properties=species:S:1:pos:R:3:mulliken_charge:R:1
O -13.9538 1.0426 17.3699 -0.6091
C -12.7011 1.2060 17.4435 0.3121
O -12.1423 2.2696 18.0187 -0.4953
B -10.6784 1.9815 18.2545 0.6736
O -10.3877 0.6720 17.5958 0.9196
C -11.5838 0.1566 17.1742 0.6540
O -11.7944 -0.9770 16.6544 -0.2125
O -10.2675 1.8892 19.6506 -0.9701
C -9.2974 2.7054 19.9092 0.1308
O -8.7301 2.8274 20.9989 -0.6311
C -9.0498 3.5246 18.6258 0.7675
O -9.8761 3.0871 17.7312 -1.0210
O -8.1700 4.3598 18.5327 -0.6517
C -7.4941 5.1007 15.1480 -1.5424
C -8.5691 5.0448 14.0456 1.9001
C -7.8763 5.0347 12.6432 -1.5132
C -7.1373 3.7340 12.3129 -0.7416
C -8.2183 2.6290 12.2337 -1.1932
C -9.0421 2.5388 13.5865 2.3493
N -9.4553 3.8867 14.0367 0.1894
O -10.3247 3.8786 15.1355 -0.3611
C -10.2938 1.7484 13.3183 -1.7457
C -8.1801 1.8582 14.6220 -1.0506
C -9.3344 6.3499 14.0322 -2.1149
H -6.7877 4.2819 15.2846 0.2214
H -7.9939 5.1496 16.1155 0.3685
H -6.9558 6.0465 15.0852 0.4999
H -8.5048 5.0902 11.7544 0.3308
H -7.2618 5.9345 12.6152 0.5965
H -6.3664 3.5804 13.0680 0.2714
H -6.5950 3.7601 11.3677 0.4476
H -7.6178 1.7224 12.1589 0.3246
H -8.8791 2.7275 11.3725 0.3937
H -10.8607 1.5984 14.2370 0.1954
H -11.0475 2.2604 12.7200 0.5127
H -10.0116 0.8165 12.8283 0.0105
H -8.5404 1.9558 15.6461 -0.4027
H -8.0300 0.8085 14.3698 0.5165
H -7.1784 2.2766 14.5237 0.3663
H -10.0062 6.2890 14.8884 0.3898
H -10.0124 6.5775 13.2096 0.4142
H -8.7700 7.2824 14.0298 0.3911
H -9.7447 3.6839 15.8753 0.4726
C -9.8276 -2.2193 24.3298 -2.0403
C -10.2439 -2.7693 23.0178 2.0240
C -11.3314 -3.9128 23.2480 -1.1885
C -11.9963 -4.3537 21.9585 -0.8927
C -12.6063 -3.1525 21.2204 -0.9786
C -11.5408 -2.1451 20.8984 2.7302
N -10.6574 -1.7441 22.0528 -0.2697
O -9.6862 -0.7458 21.7108 0.0463
C -10.8130 -2.6075 19.6197 -1.3452
C -12.3563 -0.8260 20.5523 -1.3671
C -9.0629 -3.5257 22.4387 -1.7282
H -9.7682 -3.0310 25.0549 0.4148
H -10.4774 -1.4926 24.8176 0.4456
H -8.8948 -1.6638 24.2333 0.2713
H -10.8775 -4.8398 23.5984 0.4275
H -12.1203 -3.5917 23.9282 0.3499
H -12.7442 -5.0850 22.2648 0.4422
H -11.2684 -4.9377 21.3952 0.3054
H -13.4103 -2.6875 21.7909 0.5581
H -13.1516 -3.5876 20.3829 0.0705
H -11.3520 -2.4363 18.6879 0.0109
H -9.8838 -2.0707 19.4287 -0.0077
H -10.5057 -3.6492 19.7132 0.3382
H -11.7219 0.0592 20.5070 -0.1203
H -12.9287 -0.8791 19.6263 -0.0669
H -13.1022 -0.5540 21.2992 0.5210
H -9.3591 -4.0492 21.5297 0.3007
H -8.5835 -4.2399 23.1082 0.5207
H -8.2107 -2.9437 22.0879 0.1718
H -9.0993 -1.2867 21.1772 0.1395
C -4.5095 4.0164 24.3324 -1.7717
C -5.5585 5.0607 24.7163 1.6578
C -4.8213 6.4214 24.7709 -1.2884
C -4.5868 7.1030 23.4224 -0.6139
C -5.8764 7.1969 22.7118 -1.2997
C -6.6818 5.8752 22.5570 2.0268
N -6.7772 5.1976 23.7990 0.0239
O -7.5640 4.0682 23.8673 -0.3437
C -8.1074 6.2708 22.0233 -1.8545
C -6.0862 4.9959 21.4328 -1.7043
C -6.1105 4.7804 26.1554 -1.9036
H -4.8901 2.9980 24.2540 0.4301
H -3.6342 4.0366 24.9815 0.4525
H -4.0580 4.1977 23.3570 0.4058
H -5.1906 7.1596 25.4829 0.4107
H -3.7839 6.2633 25.0656 0.3341
H -3.8933 6.4591 22.8816 0.3118
H -4.2684 8.1220 23.6423 0.3771
H -5.6530 7.5978 21.7231 0.3537
H -6.5317 7.9114 23.2099 0.4574
H -8.7096 5.4084 21.7372 0.1889
H -8.6387 6.8993 22.7381 0.4573
H -7.9984 6.7202 21.0362 0.4145
H -6.5523 4.0176 21.5494 0.2157
H -6.1731 5.3538 20.4068 0.5085
H -5.0501 4.6726 21.5328 0.2480
H -6.8706 5.5081 26.4397 0.4406
H -5.3548 4.7211 26.9387 0.3801
H -6.5864 3.7998 26.1607 0.3698
H -6.9437 3.3847 23.6034 0.3587
C -5.4798 1.3635 19.3164 -2.1359
C -5.7694 0.0196 18.6424 2.9136
C -4.7535 -0.2870 17.4951 -0.8522
C -3.4024 -0.7927 18.0802 -0.8761
C -3.6788 -2.0818 18.9577 -1.2824
C -4.6793 -1.7752 20.1606 1.3619
N -5.8863 -1.0265 19.6350 -0.2280
O -6.8751 -1.0073 20.5808 0.3404
C -5.0566 -3.0697 20.8614 -1.7962
C -3.8174 -0.8727 21.1788 -1.6245
C -7.1429 0.2309 17.9655 -1.4405
H -4.4482 1.4497 19.6576 0.3393
H -6.1615 1.5235 20.1517 0.3099
H -5.6893 2.1469 18.5880 0.3883
H -5.2003 -1.0629 16.8734 0.1111
H -4.5300 0.6281 16.9467 0.4347
H -2.7986 -0.0598 18.6153 0.3557
H -2.8346 -1.1684 17.2290 0.4500
H -2.6865 -2.4242 19.2512 0.4158
H -3.9625 -2.8517 18.2402 0.3807
H -5.7730 -2.9206 21.6692 0.3291
H -5.7321 -3.7233 20.3097 0.4073
H -4.1527 -3.5429 21.2450 0.4189
H -4.3720 -0.4643 22.0236 0.2894
H -2.9876 -1.5005 21.5035 0.4996
H -3.3400 0.0130 20.7596 0.3528
H -7.1133 1.0427 17.2388 0.1486
H -7.9303 0.5150 18.6637 -0.1443
H -7.4608 -0.6417 17.3948 -0.4430
H -6.4602 -0.4743 21.2630 0.1821
C -17.5982 -2.7339 17.7319 -1.7538
C -16.5548 -1.6219 17.5841 1.6163
C -15.1934 -2.1743 17.1804 -0.1631
C -14.9378 -2.5776 15.7194 -0.0250
C -15.3442 -1.4562 14.7969 -1.3373
C -16.7747 -0.9092 15.0852 1.8557
N -16.8834 -0.5671 16.5545 0.6295
O -17.9774 0.2132 16.9498 -0.5394
C -16.9722 0.3087 14.1934 -1.9832
C -17.7521 -2.0288 14.6727 -1.8124
C -16.3479 -0.9973 19.0208 -1.6369
H -18.5191 -2.2155 17.9989 0.4322
H -17.8178 -3.2837 16.8167 0.2681
H -17.3936 -3.3713 18.5921 0.4078
H -14.4558 -1.4128 17.4334 -0.7367
H -14.9711 -3.0764 17.7504 0.5544
H -13.8555 -2.5480 15.5939 -0.4887
H -15.4070 -3.5245 15.4524 0.5804
H -15.2854 -1.6944 13.7348 0.5662
H -14.5784 -0.6858 14.8869 0.0470
H -18.0065 0.6395 14.0992 0.3687
H -16.5629 0.1463 13.1963 0.4206
H -16.4147 1.1617 14.5802 0.3861
H -17.3666 -3.0130 14.9386 0.3994
H -17.8123 -1.9622 13.5864 0.4303
H -18.7504 -2.0443 15.1102 0.2628
H -15.5482 -0.2752 19.1856 0.1627
H -17.2550 -0.4560 19.2895 0.4521
H -16.1657 -1.7482 19.7895 0.3397
H -18.6609 -0.4099 16.6927 0.3758
C -9.4232 -3.5422 16.0703 -1.6656
C -8.5205 -4.0144 14.9843 2.6107
C -8.8222 -5.5134 14.5855 -1.4572
C -10.0723 -5.7250 13.7226 -0.7420
C -10.0375 -4.6864 12.5284 -1.5622
C -9.7781 -3.1892 12.8726 2.4043
N -8.6404 -3.1678 13.8078 -0.4137
O -8.4477 -1.8055 14.1495 -0.1452
C -9.3845 -2.4337 11.6768 -1.6080
C -11.2323 -2.6832 13.3592 -1.8978
C -7.0551 -3.9957 15.4586 -2.3369
H -10.4125 -3.4104 15.6322 0.1425
H -9.0369 -2.6263 16.5176 -0.0251
H -9.2946 -4.2587 16.8815 0.6948
H -8.0119 -6.0408 14.0822 0.4372
H -8.8486 -6.1799 15.4475 0.4835
H -10.9848 -5.5876 14.3027 0.2973
H -10.2046 -6.7720 13.4502 0.4729
H -11.0147 -4.8680 12.0809 0.4352
H -9.3523 -5.1152 11.7972 0.4280
H -10.0420 -2.7993 10.8880 0.4730
H -9.4744 -1.3721 11.9074 -0.0946
H -8.3359 -2.6286 11.4521 0.4503
H -11.7961 -3.4373 13.9084 0.2738
H -11.1807 -1.7751 13.9599 0.1689
H -11.8356 -2.5480 12.4615 0.7130
H -6.3421 -4.3012 14.6929 0.5358
H -6.8682 -4.7195 16.2519 0.4319
H -6.7426 -2.9973 15.7646 0.1210
H -9.1153 -1.6681 14.8255 0.1979
```